(1)
{"formula": "C4H5NO2", "method": "ωB97M-V/def2-TZVPD", "species": ["O", "C", "C", "C", "C", "O", "N", "H", "H", "H", "H", "H"], "xyz": [[0.7184, 0.8046, -2.3067], [0.2188, 1.2149, -1.0558], [-0.0388, 0.0642, -0.1048], [0.2464, -0.0115, 1.3247], [-0.1223, -1.2474, 1.6902], [-0.6305, -1.9603, 0.4502], [-0.5062, -1.0657, -0.5551], [0.1898, 0.0478, -2.5919], [0.9710, 1.8662, -0.6027], [-0.6998, 1.8123, -1.1747], [-0.4465, 0.1835, 2.2484], [0.0997, -1.7086, 2.6781]], "forces_ev_per_a": [[-0.2, -0.2, 0.0], [-0.1, 0.1, 0.4], [-0.5, -0.2, 0.0], [-1.6, 0.0, 1.3], [-0.1, -2.6, -3.1], [1.4, 0.5, 2.9], [0.5, 0.7, 0.2], [0.1, 0.1, 0.0], [-0.1, -0.1, -0.1], [0.1, -0.1, 0.1], [1.4, 2.2, -0.6], [-1.0, -0.3, -1.2]], "mulliken_charge": [-0.5161, -0.3897, 0.5786, -0.2845, -0.2560, -0.2025, -0.3548, 0.3374, 0.2797, 0.2025, 0.2017, 0.4037], "smiles": "OCc1ccon1", "gap_ev": 11.1, "multiplicity": 1, "total_charge": 0}

(2)
{"formula": "C4H5NO2", "method": "ωB97M-V/def2-TZVPD", "species": ["O", "C", "C", "C", "N", "C", "O", "H", "H", "H", "H", "H"], "xyz": [[2.6080, -0.0124, -0.9978], [1.6573, 0.4529, -0.4183], [0.2282, 0.0431, -0.7507], [-0.2364, -1.2200, -0.0403], [-1.1906, -1.0199, 0.7691], [-1.3338, 0.4215, 0.8441], [-0.7022, 0.9918, -0.2925], [1.7629, 1.2250, 0.3729], [0.1772, -0.0652, -1.8416], [0.2223, -2.1937, -0.1850], [-0.8177, 0.7031, 1.7737], [-2.3573, 0.7924, 0.8950]], "forces_ev_per_a": [[-0.4, 0.2, 0.4], [0.4, -0.3, -0.3], [0.1, -0.1, -0.1], [-0.1, -0.2, 0.0], [0.6, 0.1, -0.2], [-0.3, 0.3, 0.5], [0.1, 0.1, 0.0], [0.0, -0.1, -0.1], [-0.1, 0.0, 0.1], [-0.2, 0.0, -0.2], [-0.1, 0.2, -0.1], [0.0, -0.3, -0.1]], "mulliken_charge": [-0.4661, -0.0707, 0.2643, -0.1758, -0.4643, -0.2590, -0.3950, 0.3411, 0.3053, 0.4064, 0.2581, 0.2557], "smiles": "O=C[C@H]1C=NCO1", "gap_ev": 10.3, "multiplicity": 1, "total_charge": 0}

(3)
{"formula": "C4H5NO2", "method": "ωB97M-V/def2-TZVPD", "species": ["O", "C", "C", "O", "N", "C", "C", "H", "H", "H", "H", "H"], "xyz": [[-2.0367, -0.8229, 1.0465], [-2.0688, -0.1562, 0.0441], [-0.8389, 0.5454, -0.5422], [-0.9072, 1.1042, -1.6154], [0.2469, 0.5236, 0.2951], [1.6177, 0.4539, -0.1327], [0.9742, -0.6814, 0.6019], [-2.9855, -0.0077, -0.5581], [2.3039, 1.1153, 0.3921], [1.7946, 0.3417, -1.2002], [0.7411, -1.5681, 0.0129], [1.1587, -0.8477, 1.6559]], "forces_ev_per_a": [[0.0, 0.3, -0.5], [-0.1, -0.3, 0.3], [0.2, 0.2, -0.2], [0.0, -0.1, 0.4], [-0.2, 0.2, -0.1], [0.2, 0.1, -0.1], [0.1, -0.3, 0.1], [0.1, 0.0, 0.1], [-0.2, -0.1, -0.1], [0.0, 0.0, 0.2], [0.0, 0.2, 0.2], [0.1, 0.0, -0.1]], "mulliken_charge": [-0.4423, 0.0586, 0.4379, -0.5346, -0.1244, -0.3685, -0.3357, 0.3614, 0.2319, 0.2450, 0.2362, 0.2343], "smiles": "O=CC(=O)N1CC1", "gap_ev": 9.7, "multiplicity": 1, "total_charge": 0}

(4)
{"formula": "C4H5NO2", "method": "ωB97M-V/def2-TZVPD", "species": ["N", "C", "C", "C", "O", "C", "O", "H", "H", "H", "H", "H"], "xyz": [[-2.2493, -0.4795, -0.2630], [-0.9561, 0.0471, -0.1385], [0.2171, -0.6082, -0.3509], [1.2885, 0.2561, 0.0102], [2.5499, -0.1903, 0.2364], [0.8366, 1.5044, 0.2460], [-0.4940, 1.5580, -0.0798], [-2.9934, -0.2137, 0.3640], [-2.4174, -1.4093, -0.6604], [0.4435, -1.5736, -0.7956], [2.4737, -1.1142, 0.5057], [1.3008, 2.2232, 0.9258]], "forces_ev_per_a": [[0.2, 1.1, -0.3], [1.1, 0.8, -1.1], [0.0, 0.1, 0.1], [0.2, 0.5, -0.1], [0.4, -0.2, 0.0], [0.1, -0.8, 0.0], [-2.3, -2.8, 1.3], [0.4, 0.3, 0.1], [0.8, 0.9, 0.1], [-0.6, -0.2, 0.6], [0.2, 0.1, 0.0], [-0.5, 0.1, -0.7]], "mulliken_charge": [-0.4753, 0.0882, -0.3839, 0.5495, -0.5305, -0.3844, -0.3362, 0.2279, 0.2166, 0.3470, 0.3237, 0.3573], "smiles": "Nc1cc(O)co1", "gap_ev": 8.4, "multiplicity": 1, "total_charge": 0}

(5)
{"formula": "C4H5NO2", "method": "ωB97M-V/def2-TZVPD", "species": ["O", "C", "C", "O", "N", "C", "C", "H", "H", "H", "H", "H"], "xyz": [[1.5603, 0.9345, -0.9245], [1.8095, 0.0828, -0.1095], [0.7856, -0.8785, 0.5165], [1.2607, -1.8580, 1.0373], [-0.6086, -0.6667, 0.4690], [-1.2266, -0.1018, -0.7453], [-1.1658, 0.6931, 0.4918], [2.8393, -0.1349, 0.2280], [-2.1412, -0.6140, -1.0312], [-0.5840, 0.2139, -1.5629], [-0.4896, 1.5446, 0.4977], [-2.0397, 0.7849, 1.1331]], "forces_ev_per_a": [[0.1, -0.3, 0.4], [0.0, 0.4, -0.4], [0.0, -0.3, 0.2], [-0.3, 0.4, -0.2], [0.2, -0.3, 0.1], [-0.1, 0.0, -0.3], [-0.1, 0.3, 0.0], [-0.1, 0.0, 0.0], [0.1, 0.1, 0.1], [-0.1, -0.1, 0.2], [0.0, -0.2, 0.0], [0.2, 0.0, -0.1]], "mulliken_charge": [-0.4447, 0.0989, 0.4252, -0.4778, -0.2848, -0.2749, -0.2862, 0.3623, 0.2233, 0.2159, 0.2126, 0.2303], "smiles": "O=CC(=O)N1CC1", "gap_ev": 9.2, "multiplicity": 1, "total_charge": 0}

(6)
{"formula": "C4H5NO2", "method": "ωB97M-V/def2-TZVPD", "species": ["O", "C", "C", "C", "N", "C", "O", "H", "H", "H", "H", "H"], "xyz": [[2.6452, -0.4405, -0.7002], [1.4793, -0.1931, -0.8694], [0.6220, 0.2795, 0.2322], [-0.6192, 1.0604, 0.1002], [-1.4999, 0.2038, 0.9219], [-1.2674, -1.0300, 0.6795], [-0.1735, -1.4594, 0.1107], [0.9341, -0.3648, -1.8133], [1.1164, 0.4090, 1.2043], [-0.9773, 1.1189, -0.9412], [-0.6258, 2.0762, 0.5224], [-2.0476, -1.7421, 0.9547]], "forces_ev_per_a": [[-0.2, 0.1, -0.3], [0.7, 0.1, -0.3], [-0.2, -1.2, -0.2], [0.0, -0.4, 0.1], [-1.6, 0.0, -0.3], [-0.5, 0.7, 0.5], [0.9, 2.1, 0.6], [0.3, 0.1, -0.1], [-0.2, -0.7, -0.3], [0.0, -0.1, 0.3], [0.4, -0.5, 0.0], [0.4, -0.2, 0.0]], "mulliken_charge": [-0.4642, -0.0313, 0.1678, -0.3469, -0.5310, 0.1373, -0.4748, 0.3003, 0.3163, 0.2585, 0.2702, 0.3978], "gap_ev": 9.0, "multiplicity": 1, "total_charge": 0}

(7)
{"formula": "C4H5NO2", "method": "ωB97M-V/def2-TZVPD", "species": ["O", "C", "C", "O", "N", "C", "C", "H", "H", "H", "H", "H"], "xyz": [[1.4895, -1.4769, 2.2316], [0.4683, -1.6088, 1.6117], [0.0556, -0.8116, 0.3777], [-0.4083, -1.5001, -0.5137], [0.3824, 0.5052, 0.2099], [-0.5064, 1.5415, -0.2819], [-0.0014, 0.7648, -1.3876], [-0.2463, -2.4371, 1.7788], [-0.0884, 2.5215, -0.1200], [-1.5652, 1.4257, -0.0632], [-0.7016, 0.1534, -1.9758], [0.9560, 0.9282, -1.8535]], "forces_ev_per_a": [[-0.5, 0.1, -0.3], [0.2, 0.0, 0.4], [-0.4, -0.4, -0.6], [-0.2, -0.9, 0.7], [0.2, -0.6, -1.9], [-0.3, 0.8, 0.0], [0.5, 0.1, 0.4], [0.1, 0.0, 0.1], [-0.2, 0.2, 0.3], [0.0, 0.1, 0.0], [0.6, 0.0, 0.9], [-0.1, 0.6, -0.1]], "mulliken_charge": [-0.4259, -0.1012, 0.7438, -0.5441, -0.3771, -0.2197, -0.3464, 0.3109, 0.2218, 0.2327, 0.2032, 0.3021], "smiles": "O=CC(=O)N1CC1", "gap_ev": 9.9, "multiplicity": 1, "total_charge": 0}

(8)
{"formula": "C4H5NO2", "method": "ωB97M-V/def2-TZVPD", "species": ["O", "C", "N", "C", "C", "O", "C", "H", "H", "H", "H", "H"], "xyz": [[0.9600, 2.3289, 0.5625], [0.5195, 1.2468, 0.2542], [1.2342, 0.1663, -0.2384], [0.4178, -1.0005, -0.5402], [-0.9767, -0.5862, -0.1120], [-1.0099, -0.3004, 1.2749], [-0.9215, 0.7954, 0.3606], [2.1565, 0.0006, 0.1373], [0.7562, -1.8451, 0.0636], [0.4721, -1.2661, -1.6039], [-1.8646, -1.0433, -0.5405], [-1.7436, 1.5037, 0.3818]], "forces_ev_per_a": [[0.0, -0.3, 0.0], [0.0, 0.0, 0.1], [0.0, 0.1, 0.3], [0.0, -0.1, 0.0], [0.0, -0.2, -0.2], [-0.1, -0.1, 0.2], [0.0, 0.2, -0.1], [0.0, 0.3, -0.2], [-0.1, -0.1, -0.1], [-0.1, 0.1, 0.2], [0.1, 0.1, 0.1], [0.2, -0.1, -0.1]], "mulliken_charge": [-0.5790, 0.1633, -0.1927, -0.5668, -0.0985, -0.4122, 0.0164, 0.2577, 0.2566, 0.2831, 0.4476, 0.4244], "smiles": "O=C1NC[C@H]2O[C@@H]12", "gap_ev": 10.8, "multiplicity": 1, "total_charge": 0}

(9)
{"formula": "C4H5NO2", "method": "ωB97M-V/def2-TZVPD", "species": ["O", "C", "C", "C", "N", "C", "O", "H", "H", "H", "H", "H"], "xyz": [[-0.4298, 1.1878, -2.4448], [-0.2973, 0.7911, -1.3118], [-0.2914, -0.6139, -0.7433], [0.8606, -1.0181, 0.0767], [-0.3075, -0.7452, 0.8813], [-0.3654, 0.5157, 1.5432], [0.2492, 1.5019, 1.2294], [-0.1672, 1.4477, -0.4564], [-0.9899, -1.3406, -1.1386], [1.6867, -0.3160, 0.1445], [1.1262, -2.0671, 0.0727], [-1.0941, 0.5374, 2.3767]], "forces_ev_per_a": [[0.0, -1.0, 0.3], [-0.2, 0.1, 0.4], [-0.5, 0.2, 0.5], [0.4, -0.1, -0.2], [-0.6, 0.6, -0.9], [-0.1, -0.2, -0.1], [0.4, 0.0, 1.1], [0.1, 0.8, -0.8], [0.3, -0.1, -0.1], [0.0, 0.0, 0.0], [0.1, 0.0, 0.0], [0.2, -0.2, -0.3]], "mulliken_charge": [-0.4795, -0.0989, -0.1007, -0.2889, -0.3982, 0.0993, -0.5066, 0.5080, 0.3532, 0.2731, 0.2504, 0.3888], "smiles": "O=C[C@H]1CN1C=O", "gap_ev": 10.0, "multiplicity": 1, "total_charge": 0}

(10)
{"formula": "C4H5NO2", "method": "ωB97M-V/def2-TZVPD", "species": ["O", "C", "C", "C", "N", "C", "O", "H", "H", "H", "H", "H"], "xyz": [[2.6581, 0.0833, -1.3155], [1.7566, 0.1994, -0.5932], [0.9336, 0.5752, 0.3613], [-0.4631, 1.0749, 0.1597], [-1.3881, 0.1027, 0.6743], [-1.4096, -1.0814, 0.2412], [-0.5748, -1.6366, -0.6413], [1.2770, 0.3732, 1.3686], [-0.6527, 1.3178, -0.8961], [-0.6130, 1.9841, 0.7512], [-2.1223, -1.8164, 0.6129], [0.3305, -1.1886, -0.5579]], "forces_ev_per_a": [[-0.4, -0.7, -0.5], [1.3, 1.6, 0.6], [0.4, -0.1, -0.2], [0.0, -0.1, 0.1], [-1.3, -0.2, 0.2], [0.1, 0.2, 0.5], [1.6, 0.0, -0.5], [0.0, -0.1, 0.0], [0.0, -0.1, 0.2], [0.2, 0.0, -0.3], [-0.1, 0.3, 0.0], [-1.7, -0.7, -0.2]], "mulliken_charge": [-0.3760, 0.9083, -0.8949, -0.3610, -0.4989, 0.1865, -0.4873, 0.2756, 0.2958, 0.2505, 0.3699, 0.3316], "smiles": "O=C=CC/N=C\\O", "gap_ev": 9.7, "multiplicity": 1, "total_charge": 0}